C4H5N2 | ωB97M-V/def2-TZVPD

The highest occupied orbital energy (spin up / spin down) is -15.31 / -15.14 eV. The LUMO energy (spin up / spin down) comes out at -7.414 / -6.899 eV. The charge is +1. The max |F| is 0.0836 Eh/bohr. The multiplicity is 1. The energy comes out at -7196.2902 eV. The energy above the lowest of the compared OMol25 structures with the same formula, charge and spin comes out at 98.3 kcal per mole. The calculation puts the gap between HOMO and LUMO (spin up / spin down) at 7.9 / 8.2 eV.

Last column: natural (NBO) charge in e.
Atoms and positions in Å:
C -0.42 1.37 0.55  -0.358
C 0.49 0.42 1.32  0.111
C -0.99 0.72 -0.44  0.341
C -0.69 -0.54 -1.00  -0.392
N 0.75 -1.17 -0.37  -0.224
N 1.02 -0.56 0.75  -0.053
H -0.68 2.43 0.76  0.317
H 0.85 0.55 2.36  0.288
H -0.46 -0.65 -1.99  0.279
H -1.28 -1.37 -0.80  0.266
H 1.40 -1.21 -1.15  0.425


C4H5N2O | ωB97M-V/def2-TZVPD

The highest occupied orbital energy is -12.42 eV. The LUMO energy comes out at -4.048 eV. The charge is +1. The max |F| is 0.0632 Eh/bohr. The multiplicity is 1. The energy comes out at -9246.2585 eV. The energy above the lowest of the compared OMol25 structures with the same formula, charge and spin comes out at 45.9 kcal per mole. The calculation puts the gap between HOMO and LUMO at 8.4 eV.

Last column: natural (NBO) charge in e.
Atoms and positions in Å:
C 2.03 0.27 0.58  -0.193
C -0.32 -0.22 -0.01  0.532
C 3.98 -0.02 -0.20  0.971
C -1.66 -0.60 -0.24  -0.740
N 0.82 -0.03 0.16  -0.234
N 3.03 0.80 -0.31  -0.588
O 4.78 -0.81 -0.01  -0.302
H 2.17 0.42 1.64  0.231
H -2.16 -0.57 0.73  0.301
H -1.75 -1.61 -0.65  0.280
H -2.17 0.12 -0.89  0.288
H 3.00 1.69 -0.82  0.453


C4H5N2P | ωB97M-V/def2-TZVPD

The highest occupied orbital energy (spin up / spin down) is -8.51 / -8.51 eV. The LUMO energy (spin up / spin down) comes out at -1.661 / -1.717 eV. The max |F| is 0.1032 Eh/bohr. The multiplicity is 1. The energy comes out at -16490.0678 eV. The energy above the lowest of the compared OMol25 structures with the same formula, charge and spin comes out at 158.6 kcal per mole. The calculation puts the gap between HOMO and LUMO (spin up / spin down) at 6.8 / 6.8 eV.

Last column: natural (NBO) charge in e.
Atoms and positions in Å:
C -1.63 -1.36 0.24  -0.077
C -1.73 -0.09 -0.28  -0.097
C 0.29 -0.73 -0.46  0.156
C 2.85 1.85 0.95  -0.103
N -0.35 -1.76 0.09  -0.432
N -0.55 0.32 -0.78  -0.727
P 0.01 1.76 -1.35  0.517
H -2.44 -2.01 0.79  0.227
H -2.67 0.58 -0.29  0.229
H 1.31 -0.81 -0.76  0.209
H 3.03 0.87 1.41  0.058
H 1.87 1.38 0.43  0.041


C4H5N2S | ωB97M-V/def2-TZVPD

The highest occupied orbital energy is -14.40 eV. The LUMO energy comes out at -5.108 eV. The charge is +1. The max |F| is 0.1120 Eh/bohr. The multiplicity is 1. The energy comes out at -18033.8019 eV. The energy above the lowest of the compared OMol25 structures with the same formula, charge and spin comes out at 35.7 kcal per mole. The calculation puts the gap between HOMO and LUMO at 9.3 eV.

Last column: natural (NBO) charge in e.
Atoms and positions in Å:
C -0.05 4.44 -2.38  0.184
C -0.75 1.56 -0.87  0.597
C 0.56 -0.40 0.03  -0.619
C -0.73 0.40 0.04  -0.521
N -0.92 2.58 -1.41  -0.050
N -0.82 3.47 -2.27  -0.317
S 0.72 5.61 -3.00  0.408
H 0.67 -1.04 1.00  0.265
H 1.51 0.27 0.06  0.235
H 0.60 -1.11 -0.83  0.243
H -0.92 0.84 1.01  0.288
H -1.43 -0.28 -0.37  0.286


C4H5N3 | ωB97M-V/def2-TZVPD

The highest occupied orbital energy is -9.27 eV. The LUMO energy comes out at 0.735 eV. The max |F| is 0.0190 Eh/bohr. The multiplicity is 1. The energy comes out at -8698.4628 eV. The energy above the lowest of the compared OMol25 structures with the same formula, charge and spin comes out at 31.1 kcal per mole. The calculation puts the gap between HOMO and LUMO at 10.0 eV.

Last column: natural (NBO) charge in e.
Atoms and positions in Å:
N 2.72 -1.11 0.85  -0.302
C 1.78 -0.69 0.34  0.270
C 0.63 -0.08 -0.36  -0.169
C -0.67 -0.94 -0.41  -0.238
N -1.77 -0.01 -0.14  -0.464
C -1.24 1.05 0.31  0.262
N 0.14 1.10 0.32  -0.622
H 0.97 0.17 -1.37  0.224
H -0.80 -1.43 -1.38  0.215
H -0.67 -1.72 0.36  0.209
H -1.80 1.91 0.67  0.199
H 0.71 1.76 0.81  0.418


C4H5N3 | ωB97M-V/def2-TZVPD

The highest occupied orbital energy is -8.07 eV. The LUMO energy comes out at 0.693 eV. The max |F| is 0.0218 Eh/bohr. The multiplicity is 1. The energy comes out at -8695.9266 eV. The energy above the lowest of the compared OMol25 structures with the same formula, charge and spin comes out at 89.6 kcal per mole. The calculation puts the gap between HOMO and LUMO at 8.8 eV.

Last column: natural (NBO) charge in e.
Atoms and positions in Å:
N -1.11 1.63 -1.96  -0.306
C -0.53 0.71 -1.58  0.249
C 0.18 -0.47 -1.03  -0.342
C 1.54 1.00 1.19  -0.060
N 0.51 0.35 1.53  -0.392
C -0.36 -0.55 1.34  0.182
N -0.55 -1.10 0.06  -0.593
H 0.38 -1.19 -1.83  0.249
H 1.15 -0.15 -0.66  0.266
H 1.26 2.04 0.92  0.152
H -0.95 -0.97 2.15  0.204
H -1.52 -1.28 -0.15  0.390


C4H5N3 | ωB97M-V/def2-TZVPD

The highest occupied orbital energy is -10.95 eV. The LUMO energy comes out at 0.121 eV. The max |F| is 0.0219 Eh/bohr. The multiplicity is 1. The energy comes out at -8697.2400 eV. The energy above the lowest of the compared OMol25 structures with the same formula, charge and spin comes out at 59.3 kcal per mole. The calculation puts the gap between HOMO and LUMO at 11.1 eV.

Last column: natural (NBO) charge in e.
Atoms and positions in Å:
N -1.65 -0.08 2.31  -0.750
C -1.29 0.86 2.92  0.258
C -0.26 0.57 -0.34  0.146
C 1.03 0.69 -1.08  -0.363
N 1.45 -0.68 -1.26  -0.386
C 0.53 -1.38 -0.71  0.209
N -0.55 -0.66 -0.14  -0.502
H -0.88 1.39 0.02  0.217
H 0.90 1.19 -2.04  0.253
H 1.78 1.26 -0.52  0.256
H 0.55 -2.46 -0.67  0.199
H -1.61 -0.70 1.50  0.462


C4H5N3 | ωB97M-V/def2-TZVPD

The highest occupied orbital energy is -10.43 eV. The LUMO energy comes out at -1.102 eV. The max |F| is 0.1272 Eh/bohr. The multiplicity is 1. The energy comes out at -8696.7049 eV. The energy above the lowest of the compared OMol25 structures with the same formula, charge and spin comes out at 71.7 kcal per mole. The calculation puts the gap between HOMO and LUMO at 9.3 eV.

Last column: natural (NBO) charge in e.
Atoms and positions in Å:
C -2.51 -0.43 0.00  -0.662
C -0.99 -0.20 0.00  0.235
C 1.20 -0.15 -0.08  0.437
C -0.42 1.16 0.11  0.016
H -2.93 -0.01 -0.97  0.258
H -2.73 0.20 1.09  0.242
H -2.81 -1.52 0.12  0.252
H 2.29 -1.59 0.26  0.352
H -0.95 2.09 0.48  0.204
N 0.12 -0.94 -0.12  -0.460
N 2.36 -0.52 0.15  -0.496
N 0.87 1.25 -0.19  -0.376